(1)
{
  "formula": "C31H31Cl5I2N4OPSc",
  "method": "ωB97M-V/def2-TZVPD",
  "e_homo_ev": -13.56,
  "homo_lumo_gap_ev": 7.50,
  "total_charge": 2,
  "symbols": ["Sc", "C", "C", "N", "C", "C", "N", "C", "C", "N", "H", "H", "H", "H", "H", "H", "H", "H", "H", "H", "H", "H", "H", "H", "H", "Cl", "C", "C", "C", "Cl", "C", "Cl", "C", "Cl", "C", "Cl", "O", "N", "C", "C", "C", "C", "C", "C", "C", "P", "C", "C", "C", "C", "C", "C", "C", "C", "C", "C", "C", "C", "H", "H", "H", "H", "H", "H", "H", "H", "H", "H", "H", "H", "H", "H", "H", "H", "I", "I"],
  "coordinates": [[-0.176, -0.297, 0.006], [0.729, -0.813, 3.111], [1.686, 0.165, 2.435], [1.897, -0.211, 1.019], [2.776, -1.400, 0.847], [2.153, -2.356, -0.164], [0.709, -2.514, 0.116], [0.416, -3.281, 1.348], [-0.686, -2.588, 2.144], [-0.420, -1.131, 2.220], [0.388, -0.385, 4.053], [1.249, -1.738, 3.353], [2.630, 0.199, 2.984], [1.252, 1.163, 2.456], [2.368, 0.574, 0.581], [2.914, -1.891, 1.810], [3.761, -1.097, 0.493], [2.676, -3.315, -0.147], [2.249, -1.933, -1.168], [0.304, -3.023, -0.663], [1.322, -3.364, 1.948], [0.096, -4.297, 1.117], [-0.753, -3.029, 3.142], [-1.645, -2.730, 1.643], [-1.252, -0.701, 2.612], [-2.261, -3.031, -1.139], [-1.598, -2.010, -2.383], [-0.743, -0.996, -1.972], [-0.232, -0.204, -2.986], [0.862, 1.035, -2.431], [-0.538, -0.348, -4.328], [0.106, 0.718, -5.500], [-1.395, -1.389, -4.694], [-1.804, -1.619, -6.337], [-1.930, -2.232, -3.715], [-3.021, -3.483, -4.146], [1.025, 2.244, 0.268], [-0.318, 2.033, 0.572], [-1.000, 3.071, 0.853], [-2.422, 3.101, 1.144], [-2.881, 4.250, 1.797], [-4.228, 4.450, 2.024], [-5.138, 3.514, 1.560], [-4.695, 2.365, 0.919], [-3.341, 2.126, 0.713], [-2.852, 0.594, -0.213], [-3.131, 1.172, -1.931], [-3.714, 0.360, -2.902], [-3.867, 0.818, -4.202], [-3.410, 2.076, -4.559], [-2.800, 2.880, -3.606], [-2.667, 2.437, -2.302], [-4.229, -0.509, 0.267], [-4.070, -1.105, 1.520], [-5.046, -1.930, 2.048], [-6.198, -2.185, 1.315], [-6.369, -1.591, 0.074], [-5.397, -0.749, -0.450], [1.242, 3.184, 0.157], [-0.493, 4.039, 0.868], [-2.164, 4.992, 2.128], [-4.567, 5.339, 2.537], [-6.200, 3.677, 1.685], [-5.422, 1.647, 0.571], [-4.037, -0.640, -2.648], [-4.343, 0.181, -4.938], [-3.525, 2.428, -5.575], [-2.435, 3.862, -3.879], [-2.205, 3.086, -1.572], [-3.177, -0.884, 2.097], [-4.917, -2.373, 3.027], [-6.964, -2.835, 1.715], [-7.272, -1.778, -0.492], [-5.577, -0.267, -1.399], [4.549, 1.679, -1.007], [6.910, 2.470, -1.967]],
  "forces_ev_per_a": [[-0.069, -0.111, 0.490], [0.257, 0.120, -0.212], [-0.218, -0.105, 0.170], [0.392, 0.084, -0.039], [-0.202, -0.236, -0.160], [0.072, 0.150, 0.138], [-0.027, 0.022, -0.170], [-0.182, 0.211, 0.179], [0.105, -0.169, -0.111], [-0.243, 0.142, -0.072], [-0.037, -0.042, 0.022], [-0.042, -0.027, 0.029], [0.012, 0.031, -0.012], [0.075, 0.038, -0.052], [0.003, 0.087, 0.028], [-0.001, 0.040, 0.023], [0.027, 0.021, 0.073], [0.019, 0.007, -0.058], [-0.032, -0.059, -0.027], [-0.067, 0.098, -0.035], [0.024, -0.027, -0.030], [0.049, -0.016, -0.053], [-0.053, 0.016, 0.003], [-0.012, 0.050, 0.017], [0.027, 0.047, 0.074], [-0.194, -0.147, 0.051], [0.339, 0.140, 0.059], [-0.143, -0.276, -0.647], [-0.264, -0.385, 0.137], [0.157, 0.179, 0.135], [0.039, 0.040, -0.110], [0.029, 0.004, 0.018], [-0.017, -0.025, 0.000], [-0.003, 0.032, 0.039], [-0.067, -0.074, -0.005], [0.046, 0.052, 0.002], [0.466, 0.208, 0.123], [0.359, -0.143, -0.203], [-0.008, -0.010, 0.137], [-0.361, -0.020, -0.062], [0.215, -0.048, -0.050], [-0.130, 0.039, 0.031], [0.022, 0.016, 0.002], [0.119, -0.024, 0.045], [0.137, -0.072, 0.015], [-0.634, 0.284, -0.094], [0.080, -0.061, 0.040], [0.100, -0.063, 0.075], [-0.022, -0.063, -0.028], [0.012, 0.003, 0.003], [0.028, 0.049, -0.040], [-0.045, -0.115, 0.034], [0.299, -0.090, 0.030], [-0.002, 0.033, -0.104], [0.001, -0.044, 0.060], [0.024, 0.023, -0.033], [-0.060, -0.035, -0.008], [-0.016, 0.079, 0.035], [-0.220, 0.141, 0.010], [0.055, -0.043, 0.066], [-0.019, 0.022, -0.040], [0.007, -0.001, -0.011], [0.007, -0.008, 0.038], [-0.045, -0.016, 0.005], [-0.015, 0.003, -0.080], [0.020, 0.002, -0.003], [-0.002, 0.003, 0.002], [-0.007, -0.006, 0.006], [-0.008, 0.075, 0.039], [-0.074, -0.057, 0.045], [0.008, 0.009, -0.002], [0.004, -0.005, 0.003], [0.004, 0.017, 0.000], [-0.021, -0.006, 0.035], [0.126, 0.096, -0.135], [-0.203, -0.083, 0.117]]
}

(2)
{
  "formula": "C31H31FHfIN8O4",
  "method": "ωB97M-V/def2-TZVPD",
  "e_homo_ev": -15.17,
  "homo_lumo_gap_ev": 7.46,
  "total_charge": 3,
  "symbols": ["Hf", "O", "C", "N", "C", "C", "C", "C", "C", "C", "N", "C", "C", "C", "C", "C", "N", "H", "H", "H", "H", "H", "H", "H", "H", "H", "H", "C", "C", "N", "C", "C", "C", "O", "O", "C", "O", "C", "C", "C", "F", "C", "C", "C", "N", "C", "C", "N", "C", "C", "H", "H", "H", "H", "H", "H", "H", "H", "H", "H", "H", "H", "H", "H", "H", "H", "H", "H", "I", "C", "C", "N", "N", "C", "H", "H", "H"],
  "coordinates": [[2.541, 1.894, 0.109], [5.174, 4.537, -1.699], [4.635, 3.655, -1.064], [3.321, 3.324, -1.109], [2.469, 4.246, -1.852], [1.128, 4.345, -1.181], [0.239, 5.375, -1.475], [-0.946, 5.475, -0.767], [-1.216, 4.526, 0.212], [-0.302, 3.512, 0.424], [0.856, 3.413, -0.250], [5.420, 2.753, -0.134], [6.803, 2.861, -0.075], [7.508, 2.044, 0.798], [6.798, 1.145, 1.581], [5.417, 1.101, 1.470], [4.726, 1.889, 0.635], [2.339, 3.919, -2.896], [2.950, 5.234, -1.895], [0.499, 6.107, -2.223], [-1.632, 6.287, -0.953], [-2.111, 4.579, 0.808], [-0.488, 2.756, 1.178], [7.296, 3.580, -0.713], [8.583, 2.114, 0.867], [7.288, 0.484, 2.280], [4.845, 0.405, 2.070], [-1.685, -3.170, 4.018], [-2.131, -1.720, 3.861], [-1.464, -1.077, 2.731], [-0.344, -0.388, 2.988], [0.394, 0.202, 2.007], [1.714, 0.892, 2.016], [1.801, 2.148, 2.063], [2.651, 0.235, 1.495], [0.024, 0.114, 0.624], [0.738, 0.651, -0.292], [-1.171, -0.639, 0.369], [-1.623, -0.803, -0.953], [-2.701, -1.592, -1.216], [-3.160, -1.699, -2.476], [-3.410, -2.271, -0.190], [-3.005, -2.042, 1.121], [-1.893, -1.246, 1.432], [-4.450, -3.105, -0.516], [-4.395, -4.019, -1.637], [-5.586, -3.792, -2.567], [-6.832, -3.978, -1.776], [-6.863, -3.038, -0.626], [-5.643, -3.277, 0.278], [-2.175, -3.600, 4.887], [-0.611, -3.222, 4.175], [-1.937, -3.765, 3.144], [-1.875, -1.164, 4.765], [-3.211, -1.651, 3.734], [-0.035, -0.327, 4.023], [-1.111, -0.287, -1.750], [-3.551, -2.533, 1.908], [-4.420, -5.047, -1.248], [-3.465, -3.906, -2.190], [-5.570, -4.493, -3.402], [-5.564, -2.773, -2.958], [-6.861, -4.946, -1.427], [-7.658, -3.842, -2.373], [-7.790, -3.172, -0.066], [-6.831, -2.021, -1.024], [-5.687, -4.284, 0.715], [-5.667, -2.546, 1.086], [5.308, -3.289, -2.027], [4.562, -1.343, -2.017], [4.944, -0.292, -2.836], [4.214, 0.771, -2.473], [3.367, 0.476, -1.465], [3.579, -0.813, -1.178], [5.671, -0.271, -3.626], [4.247, 1.698, -2.883], [3.025, -1.309, -0.398]],
  "forces_ev_per_a": [[-0.490, -0.497, -1.837], [-0.149, -0.302, 0.252], [1.078, 0.081, -0.211], [-0.303, 1.032, -0.404], [0.052, 0.335, -0.293], [-0.065, 0.292, -0.081], [0.008, -0.179, 0.115], [0.327, -0.172, -0.031], [0.264, -0.276, -0.036], [-0.402, 0.015, 0.202], [0.198, 0.594, -0.245], [0.837, 0.402, 0.037], [-0.348, -0.027, -0.071], [-0.239, -0.046, 0.031], [-0.201, 0.146, -0.125], [0.077, -0.277, 0.282], [0.528, 0.524, -0.219], [0.010, 0.089, 0.175], [-0.157, -0.246, -0.024], [0.060, 0.050, -0.091], [-0.065, 0.084, -0.039], [-0.093, -0.047, 0.065], [0.044, 0.110, -0.047], [-0.033, 0.056, -0.014], [0.082, -0.014, 0.003], [0.046, -0.016, 0.018], [0.018, 0.115, -0.080], [-0.117, 0.190, -0.001], [-0.206, -0.632, 0.516], [0.264, 0.373, -0.024], [0.240, 0.234, -0.129], [0.007, 0.033, -0.589], [-0.744, -1.392, 1.500], [-0.324, 0.528, 0.660], [0.429, -0.461, 0.543], [-0.420, -0.438, 0.643], [-0.186, 0.053, 0.230], [-0.078, -0.017, 0.067], [-0.221, -0.259, -0.037], [0.216, 0.229, 0.124], [0.066, 0.023, 0.084], [0.572, 0.295, 0.334], [-0.246, -0.103, -0.141], [0.186, 0.244, -0.720], [-0.253, -0.061, -0.167], [0.002, -0.013, -0.173], [0.931, -0.062, -0.395], [-0.387, -0.248, -0.179], [-0.017, 0.455, 0.913], [-0.083, 0.139, -0.140], [-0.039, -0.088, 0.060], [0.111, -0.032, 0.016], [0.000, -0.084, -0.052], [-0.083, 0.079, -0.188], [0.067, 0.146, 0.000], [-0.091, -0.049, 0.053], [0.035, 0.014, -0.137], [0.012, -0.128, 0.098], [0.022, -0.030, -0.077], [-0.183, -0.058, 0.016], [-0.149, -0.026, 0.092], [-0.170, -0.093, 0.080], [-0.135, 0.192, -0.143], [0.144, -0.088, 0.159], [0.006, -0.104, -0.146], [-0.055, -0.171, -0.044], [-0.031, 0.056, 0.053], [-0.096, -0.075, -0.042], [-0.187, 0.485, 0.002], [0.090, -0.370, 0.087], [-0.251, -0.301, 0.366], [0.182, 0.169, -0.202], [-0.069, -0.130, 0.093], [0.248, -0.252, -0.504], [0.039, 0.159, -0.140], [-0.133, -0.207, 0.217], [-0.002, 0.045, 0.033]]
}

(3)
{
  "formula": "C31H31N3O3",
  "method": "ωB97M-V/def2-TZVPD",
  "e_homo_ev": -5.30,
  "homo_lumo_gap_ev": 2.65,
  "relative_energy_kcal_mol": 178.1,
  "symbols": ["C", "N", "C", "O", "C", "C", "C", "C", "C", "C", "C", "C", "N", "C", "C", "C", "C", "C", "C", "N", "O", "O", "C", "C", "C", "C", "C", "C", "H", "H", "H", "H", "H", "H", "H", "H", "H", "H", "H", "H", "H", "H", "H", "H", "H", "H", "H", "H", "H", "H", "H", "H", "C", "C", "C", "C", "C", "C", "C", "C", "C", "H", "H", "H", "H", "H", "H", "H"],
  "coordinates": [[-2.227, 5.175, -0.339], [-2.112, 3.739, -0.226], [-3.209, 2.951, -0.025], [-4.360, 3.360, 0.101], [-2.730, 1.500, 0.009], [-3.348, 0.667, -1.114], [-4.852, 0.553, -0.988], [-5.682, 1.058, -1.994], [-7.069, 1.006, -1.851], [-7.629, 0.432, -0.701], [-6.798, -0.084, 0.303], [-5.408, -0.030, 0.153], [-1.277, 1.647, -0.110], [-0.450, 0.586, -0.087], [0.931, 0.694, -0.226], [1.856, -0.340, -0.223], [3.277, -0.122, -0.371], [3.833, 1.179, -0.520], [5.220, 1.361, -0.657], [5.733, 2.685, -0.797], [6.971, 2.832, -0.913], [4.932, 3.651, -0.798], [6.102, 0.268, -0.653], [5.573, -1.017, -0.512], [4.197, -1.218, -0.373], [-0.834, 3.041, -0.281], [-0.198, 3.271, -1.663], [0.045, 3.509, 0.889], [-3.284, 5.441, -0.266], [-1.670, 5.676, 0.464], [-1.830, 5.522, -1.302], [-2.992, 1.062, 0.992], [-3.089, 1.144, -2.072], [-2.882, -0.330, -1.095], [-5.217, 1.518, -2.870], [-7.706, 1.418, -2.637], [-8.713, 0.387, -0.587], [-7.221, -0.530, 1.205], [-4.739, -0.421, 0.925], [-0.929, -0.388, 0.054], [1.334, 1.694, -0.358], [1.506, -1.369, -0.117], [3.213, 2.074, -0.531], [7.166, 0.462, -0.761], [6.257, -1.866, -0.510], [3.785, -2.223, -0.261], [-0.926, 2.994, -2.439], [0.072, 4.328, -1.771], [0.698, 2.664, -1.810], [-0.526, 3.385, 1.821], [0.964, 2.927, 0.977], [0.307, 4.565, 0.754], [1.790, -5.301, -0.336], [0.813, -4.272, -0.221], [0.810, -3.816, 1.128], [1.776, -4.568, 1.872], [2.397, -5.507, 0.944], [3.379, -6.390, 1.407], [3.752, -6.358, 2.754], [3.150, -5.452, 3.651], [2.164, -4.560, 3.216], [2.054, -5.869, -1.224], [0.176, -3.897, -1.022], [0.175, -3.053, 1.570], [3.834, -7.091, 0.706], [4.518, -7.043, 3.120], [3.462, -5.450, 4.696], [1.685, -3.859, 3.901]],
  "forces_ev_per_a": [[0.272, 0.284, -0.040], [-0.526, -0.312, 0.051], [-0.843, 0.704, 0.210], [1.429, -0.729, -0.189], [-0.320, 0.219, 0.554], [0.008, -0.093, -0.356], [-0.063, -0.019, -0.016], [-0.012, -0.044, 0.353], [0.133, -0.171, 0.194], [0.268, 0.040, -0.066], [0.201, 0.041, -0.183], [-0.315, 0.168, -0.247], [0.547, -1.202, 0.004], [-0.439, 0.559, -0.016], [0.878, -0.006, -0.039], [-0.729, -0.054, -0.032], [1.421, 0.229, -0.084], [0.405, -0.145, -0.003], [-1.237, -1.848, 0.238], [1.375, 3.121, -0.348], [-2.438, -0.408, 0.237], [1.366, -1.946, 0.021], [-0.390, 0.287, 0.015], [-0.196, 0.188, -0.008], [-0.448, 0.427, 0.008], [0.024, 0.525, -0.160], [-0.102, -0.090, -0.061], [-0.130, -0.094, 0.107], [0.185, -0.132, 0.003], [-0.180, -0.060, -0.129], [-0.143, -0.044, 0.174], [0.131, 0.208, -0.376], [-0.038, -0.218, 0.207], [-0.133, 0.216, -0.081], [-0.256, -0.121, 0.207], [0.144, -0.166, 0.294], [0.320, 0.025, -0.017], [0.060, 0.144, -0.323], [-0.336, 0.031, -0.140], [0.170, 0.284, -0.013], [-0.190, -0.500, 0.107], [0.151, 0.012, -0.038], [0.244, -0.259, 0.005], [-0.243, -0.164, 0.034], [-0.291, 0.186, 0.020], [0.185, 0.179, 0.004], [0.227, 0.156, 0.199], [-0.052, -0.283, -0.014], [-0.158, 0.254, -0.056], [0.193, 0.126, -0.217], [-0.145, 0.261, 0.036], [-0.042, -0.269, 0.070], [-0.417, 0.527, -0.131], [0.923, -0.516, 0.726], [0.001, 0.218, -0.321], [0.350, -0.537, -0.693], [-0.541, 0.709, 0.538], [0.017, 0.098, 0.239], [-0.100, 0.061, -0.268], [-0.174, 0.160, -0.154], [0.206, -0.167, -0.032], [-0.189, 0.182, 0.074], [0.159, -0.153, 0.181], [-0.048, -0.137, -0.158], [-0.008, 0.075, 0.249], [-0.202, 0.166, -0.095], [-0.099, -0.001, -0.259], [0.179, -0.184, 0.003]]
}